Entry from OMol25: C5H5NO as an isolated structure (ωB97M-V with the def2-TZVPD basis set).

Positions of all 12 atoms, in Å:
N (-0.104, -1.332, -2.790)
C (-0.499, -0.941, -1.776)
C (-0.923, -0.201, -0.578)
O (-0.979, -0.898, 0.676)
C (-0.162, 0.119, 1.273)
C (1.199, 0.058, 0.690)
C (0.103, 0.781, -0.055)
H (-1.894, 0.269, -0.771)
H (-0.454, 0.497, 2.247)
H (1.917, 0.745, 1.130)
H (1.602, -0.898, 0.363)
H (0.193, 1.800, -0.409)

The orbital gap comes out at 11.103 eV. The value obtained for the LUMO energy is 0.86 eV. The energy above the lowest of the compared OMol25 structures with the same formula, charge and spin comes out at 61.5 kcal/mol. Its HOMO energy is -10.2436 eV.

---

Entry from OMol25: C4H6O2 as an isolated structure (ωB97M-V with the def2-TZVPD basis set).

Positions of all 12 atoms, in Å:
C (0.350, -1.699, -0.255)
C (0.546, -0.227, -0.441)
C (-1.061, 0.983, 0.479)
C (0.068, 1.781, 0.308)
O (0.502, 2.810, -0.055)
O (1.238, 0.447, 0.397)
H (0.342, -1.955, 0.807)
H (1.196, -2.216, -0.730)
H (-0.570, -2.036, -0.740)
H (0.383, 0.162, -1.450)
H (-2.019, 1.495, 0.383)
H (-1.012, 0.191, 1.213)

The orbital gap comes out at 9.655 eV. The value obtained for the LUMO energy is 0.55 eV. The energy above the lowest of the compared OMol25 structures with the same formula, charge and spin comes out at 67.3 kcal/mol. Its HOMO energy is -9.1047 eV.

---

Entry from OMol25: an isolated molecule of C2H5BrFPS2 (ωB97M-V with the def2-TZVPD basis set).

Positions of all 12 atoms, in Å:
C (0.886, 1.570, 0.789)
C (1.132, 0.436, -0.217)
F (-0.414, 1.402, 1.381)
P (-1.382, -1.269, 0.257)
S (-1.498, -1.610, -2.133)
S (0.691, -1.196, 0.511)
Br (-1.734, -3.318, 1.007)
H (1.425, 1.375, 1.744)
H (0.814, 2.441, 0.266)
H (0.587, 0.580, -1.091)
H (2.156, 0.382, -0.434)
H (-2.662, -0.793, -2.080)

The orbital gap comes out at 8.771 eV. The SMILES is FCCSP(S)Br. The value obtained for the LUMO energy is -0.07 eV. The energy above the lowest of the compared OMol25 structures with the same formula, charge and spin comes out at 7.6 kcal/mol. Its HOMO energy is -8.8432 eV.

---

Entry from OMol25: C23H31N9OPS3Ta as an isolated structure (ωB97M-V with the def2-TZVPD basis set).

Positions of all 69 atoms, in Å:
Ta (-0.089, -0.110, -0.114)
N (-2.975, 3.412, -0.207)
C (-2.033, 2.517, 0.076)
S (-1.921, 1.146, -1.045)
N (-1.293, 2.681, 1.135)
N (-0.397, 1.659, 1.294)
C (0.340, 1.729, 2.343)
C (1.319, 0.667, 2.567)
C (2.124, 0.611, 3.684)
C (3.007, -0.455, 3.814)
C (3.057, -1.422, 2.822)
C (2.224, -1.298, 1.726)
N (1.376, -0.270, 1.600)
H (-3.588, 3.302, -0.997)
H (-3.124, 4.186, 0.423)
H (0.216, 2.551, 3.038)
H (2.054, 1.379, 4.442)
H (3.642, -0.532, 4.686)
H (3.722, -2.271, 2.894)
H (2.224, -2.034, 0.931)
S (-1.263, -1.508, 1.482)
C (-2.411, -2.340, 0.478)
C (-3.512, -2.961, 1.156)
N (-4.380, -3.457, 1.721)
C (-2.243, -2.461, -0.858)
S (-0.850, -1.786, -1.650)
C (-3.138, -3.218, -1.685)
N (-3.850, -3.800, -2.373)
O (1.480, 0.069, -1.191)
P (2.615, -0.041, -2.346)
N (2.383, 1.176, -3.370)
C (1.022, 1.646, -3.731)
C (0.902, 3.025, -3.064)
C (2.358, 3.481, -2.802)
C (3.228, 2.392, -3.433)
N (4.008, 0.005, -1.555)
C (4.298, 0.955, -0.447)
C (5.750, 0.647, -0.091)
C (6.354, 0.222, -1.427)
C (5.264, -0.651, -2.033)
N (2.443, -1.423, -3.123)
C (2.057, -1.568, -4.563)
C (2.341, -3.040, -4.833)
C (1.996, -3.712, -3.507)
C (2.593, -2.757, -2.479)
H (0.257, 0.931, -3.429)
H (0.978, 1.729, -4.817)
H (0.343, 2.956, -2.130)
H (0.362, 3.717, -3.707)
H (2.549, 3.545, -1.730)
H (2.573, 4.460, -3.226)
H (4.194, 2.232, -2.962)
H (3.408, 2.601, -4.488)
H (3.612, 0.797, 0.384)
H (4.190, 1.987, -0.785)
H (5.799, -0.180, 0.622)
H (6.246, 1.507, 0.355)
H (7.293, -0.317, -1.324)
H (6.534, 1.096, -2.057)
H (5.316, -1.667, -1.641)
H (5.294, -0.695, -3.120)
H (2.633, -0.887, -5.184)
H (0.996, -1.345, -4.683)
H (3.400, -3.178, -5.062)
H (1.761, -3.415, -5.673)
H (2.400, -4.717, -3.408)
H (0.913, -3.767, -3.386)
H (3.651, -2.970, -2.318)
H (2.078, -2.791, -1.517)

The orbital gap comes out at 6.644 eV. Its charge is +2. The value obtained for the LUMO energy is -7.67 eV. The energy above the lowest of the compared OMol25 structures with the same formula, charge and spin comes out at 0.0 kcal/mol. Its HOMO energy is -14.3175 eV.

---

Energy for the records above, in order: -323.4217; -306.3991; -3890.8146; -3055.6938 Ha